The following is a quantum chemistry calculation of a structure of composition C64H44F15GeN3O4ReS2SbSiTe, from the OMol25 dataset.

- charge = +1
- HOMO level (alpha / beta) (eV) = -10.5 / -10.4
- energy (eV) = -222519.53868
- multiplicity = 2

Structure (XYZ):
```
137
Properties=species:S:1:pos:R:3:lowdin_spin:R:1
Re -0.09 0.10 0.68 0.92
C 2.24 3.18 -0.65 0.00
C 0.81 3.36 -0.31 0.00
C 0.17 4.56 -0.62 0.01
C -1.14 4.77 -0.22 0.00
C -1.79 3.81 0.50 0.01
C -1.13 2.60 0.74 0.00
N 0.14 2.39 0.32 0.00
N -1.57 1.46 1.33 0.08
Si -3.26 1.43 1.90 0.01
C -3.55 -0.25 2.76 0.00
C -4.42 1.73 0.40 0.00
C -3.53 2.86 3.15 0.00
H 2.68 4.10 -1.02 0.00
H 2.35 2.41 -1.41 0.00
H 2.78 2.86 0.23 0.00
H 0.71 5.32 -1.15 0.00
H -1.63 5.70 -0.48 0.00
H -2.79 3.97 0.85 0.00
H -4.41 -0.75 2.33 0.00
H -3.74 -0.11 3.82 0.00
H -2.69 -0.90 2.63 0.00
H -4.23 1.04 -0.42 0.00
H -4.31 2.74 0.00 0.00
H -5.45 1.62 0.72 0.00
H -2.59 3.30 3.48 0.00
H -4.05 2.50 4.03 0.00
H -4.14 3.64 2.72 0.00
F 4.00 0.86 2.84 0.00
C 4.78 1.77 2.20 0.00
C 4.87 1.68 0.82 0.00
C 5.64 2.63 0.19 0.00
F 5.74 2.60 -1.14 0.00
C 6.34 3.61 0.89 0.00
F 7.08 4.50 0.24 0.00
C 6.26 3.65 2.28 0.00
F 6.94 4.56 2.97 0.00
C 5.45 2.73 2.94 0.00
F 5.35 2.75 4.27 0.00
Ge 4.20 -0.05 -0.03 0.01
S 2.10 -0.16 -0.57 0.01
C 5.15 -1.30 1.23 0.00
C 6.42 -1.05 1.70 0.00
F 7.03 0.09 1.33 0.00
C 7.09 -1.95 2.52 0.00
F 8.32 -1.66 2.95 0.00
C 6.48 -3.14 2.89 0.00
F 7.09 -3.98 3.72 0.00
C 5.22 -3.45 2.38 0.00
F 4.62 -4.60 2.67 0.00
C 4.60 -2.52 1.56 0.00
F 3.40 -2.80 1.02 0.00
C 5.19 -0.32 -1.76 0.00
C 4.92 0.52 -2.82 0.00
F 3.90 1.38 -2.68 0.00
C 5.64 0.49 -4.00 0.00
F 5.33 1.32 -5.00 0.00
C 6.67 -0.43 -4.16 0.00
F 7.36 -0.47 -5.29 0.00
C 6.94 -1.33 -3.13 0.00
F 7.90 -2.23 -3.27 0.00
C 6.19 -1.27 -1.95 0.00
F 6.44 -2.16 -0.99 0.00
O 0.95 -2.70 2.22 0.00
C 0.66 -2.93 1.04 0.00
O 0.18 -2.08 0.24 0.01
C 1.00 -4.29 0.50 0.00
C 0.71 -5.45 1.22 0.00
C 1.20 -6.67 0.79 0.00
C 2.03 -6.75 -0.31 0.00
C 2.34 -5.59 -1.00 0.00
C 1.79 -4.36 -0.63 0.00
N 3.31 -5.61 -2.06 0.00
O 3.57 -6.67 -2.58 0.00
O 3.81 -4.54 -2.38 0.00
H 0.12 -5.38 2.12 0.00
H 0.97 -7.57 1.34 0.00
H 2.47 -7.69 -0.62 0.00
H 2.04 -3.48 -1.20 0.00
Te 1.18 -0.27 3.08 -0.04
C 0.56 1.47 4.19 0.00
C 1.47 2.47 4.53 0.00
C 1.09 3.49 5.38 0.00
C -0.19 3.52 5.92 0.00
C -1.11 2.54 5.56 0.00
C -0.74 1.53 4.70 0.00
C 0.49 -1.58 4.62 0.00
C 1.50 -2.12 5.40 0.00
C 1.20 -3.02 6.40 0.00
C -0.12 -3.39 6.62 0.00
C -1.13 -2.86 5.84 0.00
C -0.82 -1.95 4.83 0.00
H 2.48 2.43 4.15 0.00
H 1.80 4.25 5.66 0.00
H -0.47 4.29 6.61 0.00
H -2.11 2.57 5.97 0.00
H -1.46 0.78 4.41 0.00
H 2.53 -1.82 5.21 0.00
H 1.99 -3.44 7.01 0.00
H -0.36 -4.12 7.39 0.00
H -2.16 -3.13 6.01 0.00
H -1.61 -1.56 4.21 0.00
S -2.27 -0.96 -0.10 -0.02
Sb -1.79 -1.56 -2.31 0.00
C -0.09 -2.62 -3.11 0.00
C 1.06 -1.90 -3.41 0.00
C 2.10 -2.57 -4.03 0.00
C 1.99 -3.91 -4.36 0.00
C 0.85 -4.62 -4.01 0.00
C -0.20 -3.97 -3.38 0.00
C -1.85 0.41 -3.11 0.00
C -2.97 0.83 -3.81 0.00
C -3.08 2.15 -4.20 0.00
C -2.06 3.04 -3.91 0.00
C -0.94 2.62 -3.21 0.00
C -0.84 1.31 -2.79 0.00
C -3.68 -2.41 -2.88 0.00
C -3.82 -3.27 -3.96 0.00
C -5.08 -3.77 -4.28 0.00
C -6.19 -3.39 -3.54 0.00
C -6.04 -2.51 -2.48 0.00
C -4.79 -2.02 -2.15 0.00
H 1.15 -0.86 -3.15 0.00
H 3.02 -2.04 -4.26 0.00
H 2.80 -4.39 -4.88 0.00
H 0.77 -5.67 -4.21 0.00
H -1.10 -4.51 -3.11 0.00
H -3.77 0.13 -4.04 0.00
H -3.96 2.49 -4.72 0.00
H -2.14 4.07 -4.23 0.00
H -0.15 3.31 -2.98 0.00
H 0.01 0.99 -2.19 0.00
H -2.96 -3.56 -4.55 0.00
H -5.19 -4.44 -5.11 0.00
H -7.16 -3.79 -3.79 0.00
H -6.90 -2.20 -1.91 0.00
H -4.68 -1.35 -1.31 0.00
```

---

The following is a quantum chemistry calculation of a structure of composition C9H18F6InN5O16S6, from the OMol25 dataset.

- charge = -2
- HOMO level (eV) = -2.8
- energy (eV) = -136317.23355
- multiplicity = 1

Structure (XYZ):
```
61
Properties=species:S:1:pos:R:3:nbo_charge:R:1
In 1.19 -0.75 1.30 0.87
C 1.32 0.06 -2.14 -0.64
C -0.07 0.61 -2.34 0.07
C -0.85 -0.49 -3.08 -0.43
C -2.36 -0.29 -2.96 -0.41
C -2.79 0.00 -1.54 -0.42
C -2.14 1.24 -0.87 0.07
N -0.69 0.94 -1.01 0.33
O -0.02 1.66 -0.30 -0.06
C -2.59 1.19 0.63 -0.61
C -2.71 2.50 -1.55 -0.62
C -0.01 1.77 -3.35 -0.61
H 1.74 -0.38 -3.05 0.25
H 1.36 -0.73 -1.40 0.23
H 2.08 0.81 -1.95 0.26
H -0.73 -1.51 -2.71 0.27
H -0.58 -0.45 -4.14 0.22
H -2.95 -1.19 -3.13 0.24
H -2.70 0.46 -3.69 0.18
H -2.78 -0.88 -0.90 0.25
H -3.85 0.25 -1.58 0.21
H -3.66 1.34 0.72 0.23
H -1.99 1.88 1.22 0.26
H -2.33 0.22 1.06 0.25
H -1.89 3.13 -1.90 0.23
H -3.13 3.09 -0.74 0.24
H -3.51 2.33 -2.27 0.23
H 0.44 2.68 -2.95 0.24
H -1.03 1.95 -3.70 0.21
H 0.56 1.52 -4.25 0.25
N 0.14 -3.11 0.10 -1.12
S 0.76 -4.16 -0.89 2.40
O 0.42 -4.17 -2.29 -0.91
O 1.25 -5.35 -0.26 -0.89
F 2.16 -3.33 -1.11 -0.54
S -1.42 -3.80 0.02 2.41
O -1.60 -5.02 0.72 -0.88
O -2.17 -3.57 -1.18 -0.93
F -2.04 -2.72 0.99 -0.50
N -0.60 0.33 3.34 -1.17
S -0.45 1.57 4.33 2.43
O 0.02 1.32 5.65 -0.87
O -1.34 2.69 4.12 -0.94
F 0.89 2.09 3.63 -0.51
S -1.70 -0.46 4.26 2.43
O -3.01 0.11 4.39 -0.93
O -1.17 -1.17 5.37 -0.87
F -1.95 -1.54 3.11 -0.52
N 3.42 0.58 0.06 -1.16
S 4.72 0.43 -0.83 2.45
O 5.91 0.14 -0.10 -0.90
O 4.78 1.24 -2.01 -0.94
F 4.40 -1.00 -1.53 -0.52
S 3.66 2.22 0.36 2.42
O 3.00 3.11 -0.53 -0.93
O 4.92 2.68 0.85 -0.90
F 2.84 2.28 1.74 -0.48
N 2.71 -1.08 5.09 0.72
O 2.81 -0.40 6.10 -0.49
O 2.31 -0.61 3.99 -0.62
O 2.99 -2.29 5.09 -0.54
```

---

The following is a quantum chemistry calculation of a structure of composition C20H34MnN2O3PS, from the OMol25 dataset.

- charge = -1
- HOMO level (alpha / beta) (eV) = -1.8 / -2.3
- energy (eV) = -81860.42926
- energy above the lowest of the compared OMol25 structures with the same formula, charge and spin (kcal/mol) = 14.7
- multiplicity = 6

Structure (XYZ):
```
62
Properties=species:S:1:pos:R:3:nbo_charge:R:1
Mn -0.05 -0.07 0.64 1.32
O 0.95 -0.85 3.69 -0.67
C -0.19 -1.26 3.51 0.68
C -0.83 -2.29 4.43 -0.52
C -2.21 -2.50 3.82 -0.52
C -2.18 -1.65 2.55 0.69
O -3.09 -1.66 1.74 -0.65
N -1.01 -0.91 2.47 -0.77
H -0.84 -1.91 5.45 0.22
H -0.21 -3.19 4.42 0.22
H -3.03 -2.15 4.44 0.22
H -2.43 -3.53 3.54 0.22
C 4.36 1.83 2.39 -0.61
C 2.89 1.42 2.42 -0.71
P 2.27 0.61 0.89 0.80
C 3.58 -0.68 0.65 -0.70
C 3.15 -1.91 -0.17 -0.61
C 2.74 1.85 -0.37 -0.70
C 2.04 1.63 -1.73 -0.63
H 4.65 2.21 3.37 0.21
H 4.56 2.62 1.66 0.20
H 5.02 0.99 2.16 0.20
H 2.25 2.29 2.58 0.23
H 2.68 0.73 3.23 0.26
H 3.88 -0.99 1.65 0.22
H 4.44 -0.20 0.18 0.21
H 2.37 -2.46 0.35 0.22
H 4.00 -2.58 -0.33 0.20
H 2.75 -1.62 -1.14 0.21
H 3.82 1.85 -0.47 0.20
H 2.44 2.82 0.04 0.23
H 2.41 0.71 -2.22 0.19
H 2.24 2.47 -2.42 0.20
H 0.96 1.52 -1.60 0.27
C -2.50 3.31 0.20 -0.62
C -2.47 2.80 -1.22 -0.13
C -3.21 3.41 -2.22 -0.21
C -3.20 2.95 -3.54 -0.35
C -2.39 1.85 -3.83 -0.21
C -1.62 1.21 -2.86 -0.15
C -0.72 0.07 -3.27 -0.64
C -1.65 1.64 -1.47 0.28
N -0.97 1.04 -0.48 -1.23
H -3.18 4.16 0.29 0.18
H -1.50 3.62 0.53 0.20
H -2.81 2.52 0.89 0.22
H -3.82 4.28 -1.97 0.18
H -3.81 3.42 -4.31 0.18
H -2.35 1.49 -4.86 0.17
H -1.21 -0.60 -3.99 0.18
H -0.42 -0.48 -2.39 0.22
H 0.21 0.43 -3.75 0.19
C -2.81 -2.61 -0.77 -0.87
S -1.20 -3.29 -0.50 1.28
C -0.84 -3.66 -2.18 -0.84
O -0.32 -2.13 -0.17 -1.05
H -3.53 -3.42 -0.94 0.21
H -2.75 -1.92 -1.61 0.24
H -3.04 -2.07 0.15 0.32
H -1.59 -4.36 -2.57 0.23
H 0.15 -4.11 -2.21 0.23
H -0.86 -2.71 -2.72 0.26
```